This record from the Open Molecules 2025 dataset describes a 5-piece molecular cluster, C4H21N3O4S overall in a non-equilibrium geometry. The level of theory is the ωB97M-V functional and the def2-TZVPD basis.

## Properties
**Max |F|**: 1.91 eV Å⁻¹
**Gap between HOMO and LUMO (spin up / spin down)**: 9.56 / 4.90 eV
**Multiplicity**: 2
**Calculated total energy**: -27975.6025 eV
**Total charge**: +1

Positions of all 33 atoms, in Å:
1 C -2.27154 -0.83481 0.15335
2 N -2.49839 -2.25876 0.18357
3 C -0.82799 -0.35034 -0.20583
4 C -0.24769 -0.94023 -1.51965
5 S -0.72682 -2.64183 -1.84943
6 N -0.80869 1.08740 -0.28680
7 C -0.86643 1.80427 1.04602
8 N 0.27082 2.61262 1.24421
9 H -2.97066 -0.34036 -0.51083
10 H -2.35655 -0.48324 1.17340
11 H -2.76049 -2.58638 1.10172
12 H -3.09858 -2.57636 -0.55789
13 H -0.07993 -0.68052 0.50671
14 H -0.64410 -0.44464 -2.41001
15 H 0.83793 -0.87386 -1.44806
16 H -0.52467 -3.21498 -0.64236
17 H -1.49291 1.40763 -0.96252
18 H -1.77219 2.41726 1.02117
19 H -1.00084 1.06260 1.83101
20 H 0.88850 2.32896 1.97953
21 H 0.28457 3.53707 0.86783
22 H 2.73100 1.77682 -0.81279
23 H 3.40004 0.66004 -1.64815
24 O 3.18952 0.91836 -0.74038
25 H 1.05643 2.79390 -2.25930
26 H 0.79672 2.13048 -0.99459
27 O 1.26399 2.93814 -1.31219
28 H -0.02806 -1.33579 2.19349
29 H 1.46331 -1.86091 2.38410
30 O 0.58719 -1.78079 2.78129
31 H 2.68797 -0.82012 0.39443
32 H 2.93111 -1.71380 -0.80239
33 O 2.58745 -1.73782 0.10135

Force components x, y, z for each atom (eV/Å):
C 0.736 -0.332 0.350
N 0.041 0.869 -0.688
C 0.180 0.116 -0.950
C -0.975 -0.403 -0.226
S -0.034 -0.151 0.601
N 0.206 -0.693 0.368
C -0.285 0.689 -1.115
N -0.142 -1.053 0.659
H -0.133 0.144 -0.090
H -0.544 0.329 0.167
H 0.231 -0.606 -0.005
H -0.361 -0.257 0.184
H -0.204 0.082 0.562
H 0.262 0.239 0.097
H 0.004 0.037 -0.070
H 0.547 0.095 -0.208
H -0.136 0.162 0.204
H -0.075 -0.108 0.027
H 0.255 0.021 0.126
H 0.200 0.505 0.015
H 0.193 0.212 0.187
H 0.176 -0.090 -0.125
H 0.099 0.296 0.221
O -0.194 -0.142 -0.130
H 0.550 0.814 0.295
H 0.090 0.631 0.698
O -0.681 -1.280 -1.247
H 0.550 -0.057 -0.071
H -0.307 0.118 -0.350
O -0.211 -0.176 0.513
H 0.256 0.076 -0.244
H 0.136 -0.109 0.359
O -0.432 0.022 -0.114

These are the Mulliken partial charges, in e, on atoms 1 to 5: C -0.45; N -0.39; C 0.33; C -0.74; S -0.04